# 1
A 11-piece molecular cluster, C36H72Br4O14 overall, computed with ωB97M-V with the def2-TZVPD basis set.

Cartesian coordinates (Å):
C: -3.42345 2.76589 0.69519
C: -4.56404 2.70119 1.71386
O: -4.45647 3.38452 2.72586
C: -5.69093 1.71995 1.51729
H: -3.85242 2.89847 -0.29803
H: -2.82414 1.86732 0.84190
H: -2.67286 3.53999 0.85492
H: -6.24650 1.81539 2.45021
H: -5.25645 0.72103 1.47834
H: -6.31316 1.85881 0.63318
C: -1.41538 -0.80394 4.63210
C: -2.08819 0.36516 3.94633
O: -2.42044 0.28452 2.77208
C: -2.34386 1.61588 4.85112
H: -0.82567 -0.35135 5.42929
H: -0.71394 -1.31162 3.97002
H: -2.25601 -1.31415 5.10233
H: -2.66176 1.33513 5.85522
H: -3.01542 2.33131 4.37650
H: -1.40944 2.13361 5.06774
C: -0.45461 0.56366 -0.71374
C: 0.12642 -0.88500 -0.49446
O: 0.24041 -1.62178 -1.45782
C: 0.56481 -1.21193 0.89092
H: -1.02220 0.85684 0.16941
H: -1.12215 0.57145 -1.57540
H: 0.46890 1.12788 -0.84369
H: -0.07897 -2.02714 1.22119
H: 0.40075 -0.41738 1.61885
H: 1.61241 -1.46503 0.72787
C: 1.62918 -3.60965 -3.94093
C: 1.69504 -2.75826 -5.19980
O: 2.00826 -3.22973 -6.29331
C: 1.43498 -1.26268 -5.07050
H: 0.81949 -3.33168 -3.26621
H: 2.57399 -3.56838 -3.39896
H: 1.42429 -4.66117 -4.14194
H: 0.43411 -0.99724 -4.73004
H: 1.60960 -0.85224 -6.06506
H: 2.15100 -0.77454 -4.40935
O: 1.60113 5.59959 -2.21749
C: 0.77282 5.64566 -1.30612
O: -0.01037 6.69046 -1.00805
C: -0.11768 7.81843 -1.82396
C: -0.43105 7.59451 -3.24556
C: 0.54115 4.54216 -0.29078
H: 0.76955 8.44937 -1.77084
H: -0.85205 8.44856 -1.32225
H: -1.47135 7.34144 -3.45007
H: 0.18048 6.85061 -3.75617
H: -0.30518 8.48812 -3.85691
H: 0.73562 5.08075 0.63670
H: 1.31175 3.77784 -0.39118
H: -0.46885 4.13294 -0.31435
O: -0.31596 3.69093 -5.14967
C: -0.82285 3.38490 -4.08373
O: -0.19105 2.53725 -3.20089
C: 0.97870 1.79291 -3.58255
C: 2.31326 2.54255 -3.36030
C: -2.08134 4.02404 -3.57521
H: 0.83753 1.38194 -4.58219
H: 1.00759 0.87357 -2.99767
H: 3.15486 2.02440 -3.81999
H: 2.48810 2.55670 -2.28451
H: 2.29564 3.53659 -3.80715
H: -2.99921 3.44395 -3.67075
H: -2.10717 5.01791 -4.02204
H: -1.83447 4.19065 -2.52670
O: 3.42795 0.59507 0.02351
C: 4.22549 0.08410 -0.78634
O: 5.56444 0.33712 -0.82279
C: 6.15331 1.28461 0.06618
C: 6.42586 0.59835 1.40069
C: 3.85865 -0.91321 -1.87705
H: 5.60663 2.21502 0.21970
H: 7.10964 1.63005 -0.32652
H: 5.50756 0.16317 1.79498
H: 6.87571 1.28565 2.11718
H: 7.18839 -0.16421 1.24214
H: 4.11447 -0.39441 -2.80091
H: 2.80802 -1.20249 -1.85277
H: 4.48285 -1.80094 -1.77503
O: -3.13606 -3.75474 4.81827
C: -2.85142 -4.51247 3.86475
O: -2.91658 -5.84452 3.86919
C: -3.24555 -6.44502 5.14969
C: -3.42783 -7.92515 5.03946
C: -2.45049 -3.97617 2.49360
H: -4.15158 -5.99975 5.56071
H: -2.47417 -6.28043 5.90200
H: -2.53203 -8.42586 4.67214
H: -4.25764 -8.09850 4.35430
H: -3.61483 -8.32934 6.03433
H: -2.74794 -4.67562 1.71234
H: -1.38466 -3.75654 2.43128
H: -2.89797 -2.98901 2.37795
O: -3.90752 -3.92871 -1.25413
C: -3.38314 -3.59554 -2.33346
O: -3.44153 -2.34813 -2.90803
C: -4.35989 -1.38097 -2.28118
C: -3.64493 -0.48287 -1.27921
C: -2.43758 -4.50484 -3.09863
H: -5.19859 -1.87416 -1.78982
H: -4.72461 -0.80732 -3.13323
H: -3.01708 0.23918 -1.80127
H: -3.14187 -1.16462 -0.59346
H: -4.36484 0.04633 -0.65489
H: -1.40672 -4.45400 -2.74815
H: -2.38435 -4.43930 -4.18535
H: -2.75207 -5.54014 -2.96694
Br: 0.82687 2.27987 2.19067
C: 1.97862 2.23971 3.72836
C: 3.37807 1.69371 3.28782
Br: 4.47070 1.26725 4.91076
H: 1.51682 1.64706 4.51805
H: 1.98833 3.26471 4.09899
H: 3.95672 2.33930 2.62714
H: 3.37054 0.74466 2.75178
Br: 3.99382 -2.12338 2.17742
C: 4.79379 -3.49172 1.02242
C: 4.76051 -4.84924 1.75502
Br: 5.71711 -6.16291 0.57509
H: 5.82001 -3.27626 0.72481
H: 4.16050 -3.55859 0.13778
H: 3.78981 -5.21933 2.08497
H: 5.33753 -4.72633 2.67156

Properties
- Electronic energy: -12764.312755 hartree
- Kohn-Sham gap: 9.75 eV
- Structure (SMILES): CCOC(C)=O.CCOC(C)=O.CCOC(C)=O.CCOC(C)=O.CCOC(C)=O.CC(C)=O.CC(C)=O.CC(C)=O.CC(C)=O.BrCCBr.BrCCBr
- Relative energy (zero: lowest compared OMol25 entry of this formula, charge and spin): 3.5 kcal/mol
- Charge: 0
- LUMO energy: 0.2100 eV
- HOMO level: -9.54 eV
- Spin multiplicity: 1



# 2
C3H2ClNO2 in the gas phase, computed with ωB97M-V with the def2-TZVPD basis set.

Cartesian coordinates (Å):
C: 0.36844 0.31305 -0.96149
C: -0.10981 -0.95851 -0.68964
C: 0.03186 1.26908 -0.01318
N: -0.86890 -0.09736 1.28075
O: -0.06204 2.35729 0.35131
O: -0.78564 -1.19197 0.41958
Cl: 0.03988 -0.25708 2.66931
H: 1.09025 0.31959 -1.68975
H: 0.29595 -1.75409 -1.36690

Properties
- Electronic energy: -780.775817 hartree
- Kohn-Sham gap: 8.17 eV
- Relative energy (zero: lowest compared OMol25 entry of this formula, charge and spin): 110.1 kcal/mol
- Charge: 0
- LUMO energy: -0.4379 eV
- HOMO level: -8.61 eV
- Spin multiplicity: 1



# 3
A 2-piece molecular cluster, C4H14N3P overall, computed with ωB97M-V with the def2-TZVPD basis set.

Cartesian coordinates (Å):
C: -2.35230 0.64435 1.04923
C: -0.93079 1.67760 -0.59617
C: 2.69589 -0.40596 0.97942
C: 1.53575 -0.27786 -1.11904
N: -1.62411 -2.17411 -0.68761
N: -0.97397 0.79204 0.59858
N: 1.44876 -0.00262 0.26106
P: 0.11235 -0.32214 1.17754
H: -2.88766 1.65277 0.77881
H: -2.79423 -0.18434 0.59593
H: -2.26459 0.54871 2.02999
H: -1.45692 1.25876 -1.50688
H: -1.46792 2.62646 -0.37642
H: 0.13353 2.10804 -0.83135
H: 3.49715 0.00538 0.54006
H: 2.56884 -0.03112 2.05165
H: 2.83913 -1.58161 0.90368
H: 1.94086 -1.21571 -1.36039
H: 0.60132 -0.14044 -1.48289
H: 2.22542 0.43709 -1.66000
H: -2.18372 -2.97532 -0.55980
H: -0.66278 -2.43998 -0.78541

Properties
- Electronic energy: -666.251418 hartree
- Kohn-Sham gap (spin up / spin down): 9.22 / 5.71 eV
- Relative energy (zero: lowest compared OMol25 entry of this formula, charge and spin): 81.8 kcal/mol
- Charge: 0
- LUMO energy (spin up / spin down): 0.3548 / -0.2638 eV
- HOMO level (spin up / spin down): -8.86 / -5.98 eV
- Spin multiplicity: 1



# 4
C42H47N8O2P2S2Se2SiW as an isolated structure, computed with ωB97M-V with the def2-TZVPD basis set.

Cartesian coordinates (Å):
W: -1.18942 1.77880 0.99598
Se: 4.01020 -0.97412 -1.53154
P: 2.51131 -2.38389 -1.11387
C: 1.85735 -3.20620 -2.58662
C: 1.58011 -4.56823 -2.61360
C: 1.08617 -5.15041 -3.77341
C: 0.86768 -4.37523 -4.90086
C: 1.14930 -3.01466 -4.87643
C: 1.64842 -2.43131 -3.72559
C: 2.97581 -3.69950 0.03723
C: 4.31436 -4.05167 0.16655
C: 4.67753 -5.07982 1.02383
C: 3.70908 -5.74793 1.76063
C: 2.37010 -5.40310 1.62820
C: 2.00302 -4.38503 0.76166
C: 1.03334 -1.61013 -0.38980
C: 0.81971 -0.73337 0.66386
N: -0.45387 -0.27163 0.52817
N: -0.98556 -0.87565 -0.53280
N: -0.13186 -1.68447 -1.07700
P: 1.70677 -0.11629 2.09833
Se: 1.18777 1.97811 2.19014
C: 1.11979 -1.06002 3.51193
C: 1.37574 -0.55960 4.78646
C: 0.95338 -1.26782 5.89839
C: 0.27686 -2.47159 5.73956
C: 0.02201 -2.96782 4.47024
C: 0.44052 -2.26065 3.35284
C: 3.48374 -0.32012 2.04917
C: 4.04488 -1.51086 2.50682
C: 5.42106 -1.66318 2.49605
C: 6.23095 -0.63187 2.04308
C: 5.67114 0.55880 1.60083
C: 4.29731 0.71858 1.60197
H: 1.75976 -5.18565 -1.74404
H: 0.88211 -6.21269 -3.79555
H: 0.48880 -4.83257 -5.80558
H: 0.99159 -2.41171 -5.76097
H: 1.89566 -1.37706 -3.70745
H: 5.06211 -3.50414 -0.39473
H: 5.71910 -5.35767 1.11993
H: 3.99630 -6.54423 2.43487
H: 1.61395 -5.93286 2.19297
H: 0.95588 -4.13269 0.63582
H: 1.89630 0.38380 4.90614
H: 1.15149 -0.88308 6.89001
H: -0.05451 -3.02180 6.61036
H: -0.50998 -3.90223 4.34845
H: 0.22494 -2.63586 2.36201
H: 3.41581 -2.31456 2.87168
H: 5.85979 -2.58754 2.84693
H: 7.30624 -0.75355 2.04187
H: 6.30542 1.36272 1.25294
H: 3.85654 1.64488 1.25730
C: -2.17866 1.50565 5.32515
C: -1.89752 1.93522 3.92906
N: -1.70859 1.05856 2.94752
O: -1.79222 -0.26488 3.35326
C: -1.72137 3.26310 3.48691
C: -1.56263 4.51004 4.28650
N: -1.67441 3.23590 2.15793
O: -0.84544 3.83770 1.28281
H: -3.02136 0.81471 5.34154
H: -2.40605 2.36507 5.95072
H: -1.32030 0.97430 5.74106
H: -2.20270 -0.71761 2.59622
H: -1.10269 4.29745 5.24994
H: -2.52255 4.99816 4.46568
H: -0.92532 5.20840 3.74436
C: -0.85771 5.00192 -5.42956
Si: -1.77692 4.42496 -3.90979
C: -2.36634 5.88939 -2.91724
C: -3.21898 3.33266 -4.40129
C: -0.56573 3.40020 -2.87489
C: 0.73490 3.14649 -3.28977
C: 1.62364 2.40110 -2.51284
C: 1.20291 1.94403 -1.28997
N: -0.04621 2.17404 -0.85769
C: -0.91369 2.84969 -1.63274
S: -2.46310 2.87210 -0.85273
H: -1.51819 5.62177 -6.03981
H: -0.51851 4.17127 -6.05178
H: 0.00982 5.61256 -5.17040
H: -2.95697 6.55413 -3.55196
H: -1.52494 6.46312 -2.52413
H: -2.98519 5.58335 -2.07262
H: -3.92838 3.88326 -5.02317
H: -3.74775 2.98449 -3.51182
H: -2.87835 2.46239 -4.96740
H: 1.07210 3.52671 -4.24697
H: 2.62596 2.17607 -2.84792
H: 1.86016 1.38025 -0.64237
S: -3.50882 0.63896 1.02300
C: -4.17781 0.40250 -0.57784
N: -3.56650 -0.30526 -1.49463
C: -4.06065 -0.41270 -2.86180
C: -5.57940 -0.36617 -2.84847
C: -6.04406 0.87815 -2.10975
N: -5.35552 0.96538 -0.82297
H: -2.63181 -0.64701 -1.23709
H: -3.69539 -1.35048 -3.27626
H: -3.65196 0.40602 -3.46154
H: -5.96823 -1.25782 -2.35343
H: -5.96469 -0.35253 -3.86665
H: -7.11591 0.84482 -1.92136
H: -5.82945 1.77571 -2.69497
H: -5.73248 1.54310 -0.08938

Properties
- Electronic energy: -8855.648450 hartree
- Kohn-Sham gap (spin up / spin down): 6.75 / 6.55 eV
- Relative energy (zero: lowest compared OMol25 entry of this formula, charge and spin): 0.0 kcal/mol
- Charge: +1
- LUMO energy (spin up / spin down): -2.9254 / -2.7614 eV
- HOMO level (spin up / spin down): -9.68 / -9.31 eV
- Spin multiplicity: 1



# 5
A 2-piece molecular cluster, C21H25N2O overall, computed with ωB97M-V with the def2-TZVPD basis set.

Cartesian coordinates (Å):
C: -2.80100 -2.10858 -3.32882
N: -2.30984 -1.67143 -2.03536
C: -1.00187 -1.59117 -1.67533
C: -0.90131 -1.20414 -0.31223
C: 0.29455 -0.97179 0.37645
C: 0.34780 -0.62304 1.78252
C: -0.31966 0.52879 2.26842
C: -0.28327 0.85770 3.62158
C: 0.39799 0.03648 4.53102
C: 1.07098 -1.10319 4.06594
C: 1.07631 -1.41367 2.70847
C: -2.29396 -1.12199 0.17424
C: -2.90221 -0.98929 1.41512
C: -4.30644 -0.93726 1.49274
C: -5.10735 -1.11468 0.35302
C: -4.51366 -1.36054 -0.89461
C: -3.12643 -1.35597 -0.94579
H: -3.88883 -2.01603 -3.34113
H: -2.37364 -1.48911 -4.12646
H: -2.53160 -3.15625 -3.52481
H: -0.19943 -1.82151 -2.37122
H: 1.21556 -1.28880 -0.11342
H: -0.87069 1.15318 1.55977
H: -0.80232 1.75343 3.96874
H: 0.40395 0.28451 5.59391
H: 1.59582 -1.75392 4.76891
H: 1.60298 -2.29516 2.33201
H: -2.29039 -0.94054 2.31310
H: -4.78457 -0.76423 2.45821
H: -6.19394 -1.06895 0.43279
H: -5.09393 -1.53787 -1.79912
O: 2.12043 2.68594 1.14591
C: 3.16033 2.88517 0.20247
C: 3.27600 1.59922 -0.60235
C: 3.91261 1.77939 -1.99113
C: 3.02864 0.97197 -2.95753
C: 1.69803 0.75636 -2.20849
N: 1.98746 0.95291 -0.81353
H: 2.09220 3.45906 1.73280
H: 2.91495 3.72249 -0.47393
H: 4.12563 3.06323 0.70733
H: 3.89202 0.90788 -0.00405
H: 3.88840 2.84268 -2.26306
H: 4.95768 1.45380 -1.99035
H: 2.87489 1.49166 -3.90567
H: 3.49765 0.00482 -3.16174
H: 0.93059 1.46222 -2.58172
H: 1.29359 -0.25079 -2.35661
H: 1.23930 1.29706 -0.22702

Properties
- Electronic energy: -999.706903 hartree
- Kohn-Sham gap: 6.31 eV
- Relative energy (zero: lowest compared OMol25 entry of this formula, charge and spin): 1.8 kcal/mol
- Charge: +1
- LUMO energy: -4.7140 eV
- HOMO level: -11.02 eV
- Spin multiplicity: 1



# 6
C22H30N2O5 in the gas phase, computed with ωB97M-V with the def2-TZVPD basis set.

Cartesian coordinates (Å):
C: -0.53158 2.73962 3.09444
C: 0.39334 1.54360 2.89726
H: 1.39708 1.80830 3.23556
H: 0.03693 0.71240 3.50874
C: 0.43632 1.13945 1.42470
C: 1.44380 0.08580 1.07012
C: 2.05123 -0.65347 2.02909
C: 3.08384 -1.62519 1.75733
O: 3.62301 -2.32505 2.57856
O: 3.49300 -1.72281 0.45407
C: 2.90407 -1.02216 -0.53631
C: 3.43253 -1.22982 -1.80836
C: 2.90377 -0.56748 -2.89451
C: 1.81010 0.27577 -2.70199
C: 1.25550 0.47830 -1.45162
C: 1.83304 -0.13861 -0.30864
O: 0.13537 1.21704 -1.23746
C: -0.50518 1.92188 -2.28911
C: 0.15096 3.27304 -2.55304
H: 0.21824 3.83097 -1.62218
H: -0.46660 3.83305 -3.24890
H: 1.15000 3.15026 -2.96394
C: -1.98748 2.11070 -1.89831
O: -2.66114 3.01052 -2.35072
N: -2.44793 1.15149 -1.08458
H: -1.81126 0.46822 -0.69927
C: -3.79892 1.09374 -0.58313
H: -4.39765 0.41668 -1.20427
H: -4.23631 2.09194 -0.66063
C: -3.78978 0.62184 0.87265
N: -2.88864 -0.50594 1.06276
C: -2.69138 -0.80357 2.47513
H: -2.33523 0.09372 2.98383
C: -1.65584 -1.91979 2.61840
H: -1.53526 -2.19886 3.66616
O: -2.06508 -3.08462 1.94253
C: -2.27715 -2.80876 0.58129
H: -2.60316 -3.74407 0.12367
C: -3.33384 -1.71911 0.38975
H: -3.45567 -1.52657 -0.67638
H: -4.29583 -2.07185 0.80001
H: -1.33358 -2.48342 0.11404
H: -0.68960 -1.57880 2.21778
H: -3.63465 -1.12539 2.94917
H: -4.82171 0.38706 1.18266
H: -3.42210 1.43379 1.50573
H: -0.52078 1.31868 -3.20873
H: 1.39985 0.77037 -3.56773
C: 3.46636 -0.74616 -4.26888
H: 2.70420 -1.13373 -4.94343
H: 4.30544 -1.43530 -4.25743
H: 3.80438 0.21029 -4.66520
H: 4.26079 -1.91196 -1.90889
H: 1.81362 -0.54299 3.07323
H: 0.65207 2.02939 0.83083
H: -0.55513 0.79098 1.12314
H: -0.58388 3.01288 4.14559
H: -0.17125 3.60033 2.53551
H: -1.53788 2.51023 2.74939

Properties
- Electronic energy: -1342.057506 hartree
- Kohn-Sham gap: 8.87 eV
- Structure (SMILES): CCCc1cc(=O)oc2cc(C)cc(O[C@H](C)C(=O)NCCN3CCOCC3)c12
- Relative energy (zero: lowest compared OMol25 entry of this formula, charge and spin): 32.4 kcal/mol
- Charge: 0
- LUMO energy: 0.2180 eV
- HOMO level: -8.66 eV
- Spin multiplicity: 1



# 7
A 2-piece molecular cluster, C5H10N2O overall, computed with ωB97M-V with the def2-TZVPD basis set.

Cartesian coordinates (Å):
C: 0.00263 0.91159 -1.93024
C: 1.41636 1.44962 0.01374
C: -2.44826 -0.56775 -0.10571
C: 0.94853 0.47829 -1.00494
C: -0.08917 -1.12776 0.00528
N: -0.86870 1.06644 -2.64676
N: 0.93166 -1.57997 0.90999
O: -1.20441 -0.44907 0.57524
H: 2.19806 0.85104 0.46451
H: 1.76012 2.37008 -0.55239
H: 0.53048 1.76902 0.68798
H: -2.75280 0.30795 -0.60903
H: -3.15241 -0.65105 0.73684
H: -2.48008 -1.49965 -0.78967
H: 1.81300 -0.03647 -1.66279
H: -0.12297 -1.71095 -0.86544
H: 0.73388 -0.97693 1.71870
H: 0.79224 -2.57564 1.15976

Properties
- Electronic energy: -381.144830 hartree
- Kohn-Sham gap: 9.13 eV
- Relative energy (zero: lowest compared OMol25 entry of this formula, charge and spin): 88.2 kcal/mol
- Charge: 0
- LUMO energy: 0.7813 eV
- HOMO level: -8.35 eV
- Spin multiplicity: 1



# 8
A 2-piece molecular cluster, CH7N2O overall, computed with ωB97M-V with the def2-TZVPD basis set.

Cartesian coordinates (Å):
N: 1.46437 1.48466 0.13251
C: 0.20916 1.23894 0.91494
O: -0.47644 0.14748 0.52677
H: 1.97936 0.60999 0.20784
H: 1.14921 1.51161 -0.83627
H: 0.54501 1.18454 1.97756
H: -0.36710 2.18650 0.80106
N: -0.91222 -2.24844 -0.94629
H: -1.07746 -1.71555 -1.78515
H: -0.78320 -1.57527 -0.19171
H: -1.73069 -2.82444 -0.80126

Properties
- Electronic energy: -227.046965 hartree
- Kohn-Sham gap: 7.56 eV
- Relative energy (zero: lowest compared OMol25 entry of this formula, charge and spin): 1.7 kcal/mol
- Charge: -1
- LUMO energy: 4.9002 eV
- HOMO level: -2.66 eV
- Spin multiplicity: 1